No. 1
Entry from the OMol25 dataset: an isolated molecule of C8H11Cl2NSi in a non-equilibrium geometry (the ωB97M-V functional and the def2-TZVPD basis).

Geometry as XYZ:
```
23
C8H11Cl2NSi (the ωB97M-V functional and the def2-TZVPD basis)
C -1.18 2.24 -1.24
N -1.62 1.41 -0.14
C -2.06 2.09 1.04
Si -1.33 -0.41 -0.15
Cl -2.26 -0.88 -1.83
Cl -2.33 -1.34 1.39
C 0.42 -0.96 -0.15
C 1.41 -0.23 0.46
C 2.61 -0.76 0.69
C 2.98 -2.05 0.34
C 2.02 -2.83 -0.32
C 0.68 -2.30 -0.61
H -2.11 2.49 -1.76
H -0.78 3.22 -0.86
H -0.42 1.76 -1.83
H -1.36 2.58 1.69
H -2.88 2.91 0.76
H -2.39 1.38 1.76
H 1.21 0.80 0.70
H 3.37 -0.05 1.23
H 3.96 -2.30 0.46
H 2.20 -3.89 -0.60
H -0.16 -2.89 -1.03
```

Total charge = 0
SMILES string = CN(C)[Si](Cl)(Cl)c1ccccc1
Highest occupied orbital energy = -8.4 eV
LUMO energy = 0.66 eV
Kohn-Sham gap = 9.08 eV
Electronic energy = -42889.433 eV

natural (NBO) population analysis, charges in e, atoms 1 to 5: C -0.408; N -0.847; C -0.400; Si 1.677; Cl -0.362

---

No. 2
Entry from the OMol25 dataset: the ion C8H11FNS with charge +1 in a non-equilibrium geometry (the ωB97M-V functional and the def2-TZVPD basis).

Geometry as XYZ:
```
22
C8H11FNS (the ωB97M-V functional and the def2-TZVPD basis)
C -2.18 -0.58 1.41
C -0.89 0.02 1.57
C -0.56 0.68 2.79
C 0.66 1.24 2.82
S 1.57 0.97 1.47
C 0.21 0.12 0.69
C 0.37 -0.47 -0.83
F -0.54 -1.42 -1.07
C 1.66 -0.84 -1.57
N 1.16 -0.18 -2.84
C 0.04 0.53 -2.01
H -2.69 -0.97 2.32
H -2.72 0.29 1.16
H -2.23 -1.23 0.58
H -1.22 0.60 3.62
H 1.08 1.76 3.71
H 2.66 -0.53 -1.30
H 1.87 -1.93 -1.73
H 1.59 0.61 -3.32
H 0.67 -0.97 -3.43
H -0.95 0.73 -2.26
H 0.44 1.55 -1.78
```

Total charge = +1
SMILES string = Cc1ccsc1C1(F)C[NH2+]C1
Highest occupied orbital energy = -12.1 eV
LUMO energy = -3.57 eV
Kohn-Sham gap = 8.51 eV
Electronic energy = -23507.919 eV

natural (NBO) population analysis, charges in e, atoms 1 to 5: C -0.652; C 0.008; C -0.252; C -0.406; S 0.464